{
  "formula": "C33H30F6N5O4S3SiSn",
  "method": "ωB97M-V with the def2-TZVPD basis set",
  "e_lumo_ev": 2.1,
  "e_homo_ev": -4.0,
  "multiplicity": 1,
  "total_charge": -1,
  "elements": ["Sn", "S", "S", "S", "Si", "F", "F", "F", "F", "F", "F", "O", "O", "O", "O", "N", "N", "N", "N", "N", "C", "C", "C", "C", "C", "C", "C", "C", "C", "C", "C", "C", "C", "C", "C", "C", "C", "C", "C", "C", "C", "C", "C", "C", "C", "C", "C", "C", "C", "C", "C", "C", "C", "H", "H", "H", "H", "H", "H", "H", "H", "H", "H", "H", "H", "H", "H", "H", "H", "H", "H", "H", "H", "H", "H", "H", "H", "H", "H", "H", "H", "H", "H"],
  "xyz": [[-0.5955, -0.5854, 0.6827], [-3.9229, -0.7862, -0.5975], [3.7852, 0.3178, -3.2464], [-2.8167, 1.7782, -0.8752], [0.5277, -4.3608, 0.8024], [-4.9077, 3.1343, 0.2192], [-3.2960, 4.4585, -0.5750], [-5.1059, -2.1099, 1.2382], [-6.3454, -0.3090, 0.5941], [-4.5247, -0.1131, 1.8222], [-4.6672, 3.5401, -1.9235], [-2.1297, 1.5963, 0.4171], [-2.6298, -1.2275, 0.0260], [-2.0015, 1.8912, -2.0575], [-4.4143, -1.7353, -1.5561], [4.1246, 3.0258, -1.8788], [-3.8809, 0.6591, -1.0954], [2.7038, 1.5723, -2.9593], [0.5645, 3.4537, -2.2586], [-0.2789, -2.9239, -0.0309], [-0.8299, -3.1619, -1.2577], [-1.8105, -4.5149, -2.9302], [-0.9001, -2.4353, -3.6074], [-3.9909, 3.3064, -0.7743], [1.8482, 3.8012, -2.4898], [-1.5829, -3.5756, -3.8915], [-1.1686, 0.6460, 3.4281], [-1.9790, 2.2199, 5.1443], [5.1763, 2.1707, -1.7394], [5.1517, 0.9340, -2.4095], [1.3401, 6.1520, -2.2015], [-1.9500, 0.9200, 4.5948], [1.7436, -3.6975, 2.0046], [7.3364, 1.6103, -0.8706], [-0.2919, 4.4713, -1.9847], [-0.4651, 2.9740, 3.4885], [2.9618, 2.7489, -2.5462], [6.3059, 2.5418, -0.9752], [-0.5445, -2.2095, -2.3014], [-0.4026, 1.7281, 2.9310], [-0.7217, -5.4764, 1.6479], [-2.8929, -1.3122, 4.5049], [-1.2568, 3.2607, 4.6444], [-2.0975, -1.5436, 3.2928], [1.3563, -5.4372, -0.5198], [0.0189, 5.8246, -1.9176], [6.2011, 0.0136, -2.2490], [-2.8139, -0.0761, 5.0889], [7.3383, 0.4007, -1.5793], [-1.4795, -4.3237, -1.6068], [2.2264, 5.1257, -2.5251], [-5.0918, -0.8634, 0.8382], [-1.3289, -0.5688, 2.7329], [-3.3524, 0.1972, 5.9976], [0.1259, 3.7785, 2.9938], [1.4131, -3.4908, 3.0859], [1.9101, -6.3288, -0.1355], [-0.6741, -5.4711, 2.7493], [1.7295, 7.1762, -2.1685], [4.1437, 3.9027, -1.2815], [8.2278, 1.8432, -0.2339], [6.0361, -0.9390, -2.6451], [0.2975, 1.6501, 2.0430], [-0.0211, -1.2601, -2.0716], [3.2266, 5.4789, -2.7762], [-0.6983, 6.5350, -1.4378], [2.1719, -2.8068, 1.5582], [-2.1072, -2.5021, 2.7617], [-0.4942, -6.5122, 1.3344], [-1.6482, -5.1646, -0.8787], [8.2220, -0.2619, -1.5923], [2.6299, -4.3768, 2.1181], [0.5543, -5.8459, -1.2028], [-2.7410, 2.3861, 5.9917], [-1.9128, -3.7417, -4.9159], [-3.5703, -2.0668, 4.9257], [-0.6830, -1.6837, -4.3156], [-1.3420, 4.3126, 4.9337], [2.0944, -4.8096, -1.1487], [-1.3707, 4.2410, -1.9346], [6.3741, 3.5674, -0.5662], [-2.3781, -5.4090, -3.2043], [-1.7582, -5.3285, 1.3043]],
  "atomic_forces_ev_per_a": [[1.152, -1.361, -1.205], [2.029, -1.998, -0.245], [-1.236, 0.829, -0.057], [1.485, -1.206, 0.603], [-2.031, 1.747, -1.722], [1.253, 0.231, -0.965], [-0.208, -1.085, 0.515], [-1.026, -0.238, 0.103], [1.841, -1.487, 0.268], [-0.752, -0.391, -0.576], [0.467, -0.864, 0.705], [-1.228, 1.386, -1.438], [-2.164, 0.691, -0.387], [-0.743, 0.914, 0.840], [-0.284, 0.879, 0.542], [-0.177, 4.088, 1.230], [-1.363, 0.557, -0.274], [-1.095, 0.502, -1.461], [0.241, 1.157, 0.103], [1.241, -0.875, 2.838], [1.498, 1.545, -0.533], [-1.276, -1.109, -0.031], [0.098, 0.654, 1.617], [-0.634, 0.583, -0.090], [-0.027, -0.410, 0.653], [-0.469, -0.825, -2.006], [-0.654, 1.040, 0.532], [-1.537, 0.627, 1.928], [1.493, -0.882, -0.300], [1.533, -0.699, 1.596], [-0.173, 0.074, -0.024], [0.317, 0.016, -0.892], [1.219, -0.258, 2.022], [1.531, 0.287, 0.266], [-0.636, -0.921, -0.971], [0.603, 0.796, 0.047], [-1.586, -1.935, 0.548], [-0.586, -0.560, -0.621], [0.021, 0.330, 0.637], [1.204, 0.534, -0.949], [-0.252, -0.995, 0.145], [0.790, -0.060, -0.990], [0.308, -0.049, -1.429], [-1.032, -0.470, 1.002], [0.671, 0.042, -1.144], [0.610, 0.369, 1.105], [-0.565, 2.453, 0.193], [0.018, -0.405, 0.444], [0.629, -0.183, 0.724], [-0.317, -1.446, 0.325], [0.474, 1.534, -0.058], [0.408, 2.195, 0.406], [0.382, -0.571, 0.332], [-0.195, -0.325, -0.232], [-0.532, -0.579, 0.579], [0.178, -0.105, -1.716], [-0.331, 0.711, -0.037], [-0.147, 0.150, -0.336], [-0.331, -0.364, -0.014], [-0.074, -1.725, -1.240], [-0.867, -0.080, -0.778], [0.239, -1.411, -0.711], [-1.152, -0.267, 1.069], [-0.238, -0.832, 0.104], [0.019, -0.593, 0.025], [0.582, -0.597, -0.969], [-0.003, 0.467, 0.115], [-0.483, 0.153, 0.359], [0.026, 0.179, 0.208], [0.056, 1.186, -0.708], [-0.595, 0.440, 0.388], [-0.743, 0.271, -0.132], [0.950, 0.552, 0.574], [1.364, -0.197, -1.221], [-0.011, -0.164, 0.155], [0.434, 0.199, -0.336], [0.167, 0.587, -0.911], [-0.075, -0.569, 0.352], [-1.169, -0.977, 0.840], [0.926, -0.443, 0.294], [-0.093, -0.855, 0.024], [0.275, 0.122, 0.042], [0.356, 0.286, 0.314]],
  "mulliken_charge": [0.204, 1.018, -0.068, 0.898, 0.072, -0.195, -0.192, -0.183, -0.244, -0.200, -0.228, -0.238, -0.026, -0.590, -0.703, -0.187, -0.593, -0.482, -0.059, -0.131, 0.854, -0.619, -0.613, 0.537, 0.291, -0.617, 0.891, -0.506, 0.416, 0.642, -0.353, 1.114, -1.019, -0.380, -0.163, -0.535, 0.501, -0.662, -0.315, -0.449, -1.206, -0.947, -0.749, -0.217, -0.983, -0.652, -0.818, -0.720, -0.594, -0.448, -0.620, 0.565, -0.205, 0.295, 0.322, 0.286, 0.372, 0.370, 0.367, 0.288, 0.285, 0.449, 0.146, 0.346, 0.444, 0.339, 0.219, 0.456, 0.404, 0.244, 0.323, 0.328, 0.290, 0.145, 0.302, 0.357, 0.493, 0.350, 0.228, 0.368, 0.288, 0.305, 0.297]
}